(1)
The following is a quantum chemistry calculation of an isolated molecule of C5H8N2, from OMol25.

Atoms and positions in Å:
C -2.396 -0.637 0.148
C -1.053 0.008 0.027
C -0.663 1.348 -0.204
C 0.716 1.307 -0.246
N 1.071 0.013 -0.056
C 2.355 -0.638 0.077
N 0.008 -0.779 0.118
H -2.877 -0.744 -0.831
H -3.073 -0.084 0.806
H -2.245 -1.639 0.559
H -1.296 2.217 -0.328
H 1.446 2.093 -0.401
H 3.165 -0.006 -0.290
H 2.312 -1.561 -0.506
H 2.529 -0.899 1.125

Summary:
multiplicity: 1
LUMO level: 1.049 eV
highest occupied orbital energy: -8.94 eV

Löwdin population analysis, charges in e, atoms 1 to 5:
1 C -0.050
2 C -0.365
3 C -0.038
4 C -0.079
5 N -0.224

(2)
The following is a quantum chemistry calculation of a structure of composition C5H8N2, from OMol25.

Atoms and positions in Å:
C 2.560 -0.442 -0.606
C -0.341 0.182 1.932
C -0.331 -0.604 0.781
C -1.237 0.188 0.051
N -2.054 -0.211 -0.967
C -1.291 1.497 0.687
N -0.489 1.503 1.738
H 2.574 -1.220 0.162
H 1.962 -0.783 -1.456
H 3.580 -0.230 -0.933
H -0.195 -1.671 0.680
H -2.998 0.146 -0.982
H -1.976 -1.172 -1.264
H -1.870 2.358 0.366
H 2.106 0.459 -0.189

Summary:
multiplicity: 1
LUMO level (alpha / beta): -0.721 / -0.469 eV
highest occupied orbital energy (alpha / beta): -8.45 / -8.18 eV

Löwdin population analysis, charges in e, atoms 1 to 5:
1 C -0.061
2 C -0.011
3 C -0.101
4 C -0.341
5 N 0.132

(3)
The following is a quantum chemistry calculation of a cluster of 2 separate species, C5H8N2 in total, from OMol25.

Atoms and positions in Å:
C 0.702 -0.516 -0.795
C 0.350 0.375 0.175
C 0.947 -0.078 1.519
N 1.725 -1.267 1.121
C 1.569 -1.447 -0.109
H 0.465 -0.474 -1.871
H -0.024 1.358 0.110
H 1.719 0.679 1.748
H 0.376 -0.289 2.496
H 2.131 -2.216 -0.622
C -1.815 1.106 -0.612
N -2.299 0.299 -1.535
H -1.964 0.972 0.398
H -1.256 2.110 -0.944
H -2.626 -0.612 -1.077

Summary:
multiplicity: 1
LUMO level: 0.379 eV
highest occupied orbital energy: -9.31 eV

Löwdin population analysis, charges in e, atoms 1 to 5:
1 C -0.048
2 C -0.128
3 C -0.178
4 N 0.016
5 C -0.217

(4)
The following is a quantum chemistry calculation of a cluster of 2 separate species, C5H8N2 in total, from OMol25.

Atoms and positions in Å:
C -2.064 0.184 0.029
C -1.044 -0.355 -0.952
C 0.268 0.275 -1.239
C 0.804 1.289 -0.346
N 1.360 1.917 0.463
N 0.164 -1.020 -0.564
C 2.031 -0.443 1.484
H -1.604 0.826 0.787
H -2.827 0.766 -0.502
H -2.567 -0.646 0.536
H -1.505 -0.785 -1.851
H 0.664 0.328 -2.254
H 1.520 -0.655 0.548
H 2.911 -1.015 1.777
H 1.545 0.149 2.251

Summary:
multiplicity: 1
LUMO level (alpha / beta): 0.629 / -1.426 eV
highest occupied orbital energy (alpha / beta): -10.61 / -8.05 eV

Löwdin population analysis, charges in e, atoms 1 to 5:
1 C -0.039
2 C -0.337
3 C -0.274
4 C -0.201
5 N 0.166

(5)
The following is a quantum chemistry calculation of an isolated molecule of C5H8N2, from OMol25.

Atoms and positions in Å:
C -0.431 -1.384 2.572
C -0.182 -0.588 1.701
C -0.010 0.277 0.566
N 0.168 1.546 0.738
C 0.250 2.384 -0.420
N -0.121 -0.310 -0.694
C -0.025 -1.760 -0.994
H -0.692 -1.974 3.415
H 0.347 3.451 -0.146
H 1.153 2.153 -0.960
H -0.600 2.262 -1.106
H 0.172 0.296 -1.482
H -0.338 -1.909 -2.009
H 1.009 -2.123 -0.851
H -0.703 -2.319 -0.330

Summary:
multiplicity: 1
LUMO level: 0.905 eV
highest occupied orbital energy: -8.72 eV

Löwdin population analysis, charges in e, atoms 1 to 5:
1 C 0.138
2 C -0.058
3 C -0.423
4 N 0.010
5 C -0.168

(6)
The following is a quantum chemistry calculation of an isolated molecule of C5H8N2, from OMol25.

Atoms and positions in Å:
C 1.017 1.231 0.955
N -0.037 0.351 0.488
C -1.210 -0.105 1.092
C -1.802 -0.995 0.236
C -0.979 -1.108 -0.919
C 0.091 -0.276 -0.721
N 1.164 0.031 -1.573
H 1.228 1.987 0.189
H 0.753 1.740 1.883
H 1.947 0.670 1.127
H -1.586 0.279 2.031
H -2.734 -1.523 0.393
H -1.149 -1.699 -1.808
H 2.055 0.105 -1.093
H 1.242 -0.688 -2.281

Summary:
multiplicity: 1
LUMO level: 0.915 eV
highest occupied orbital energy: -7.33 eV

Löwdin population analysis, charges in e, atoms 1 to 5:
1 C -0.036
2 N -0.111
3 C -0.108
4 C -0.118
5 C -0.069

(7)
The following is a quantum chemistry calculation of an isolated molecule of C5H8N2, from OMol25.

Atoms and positions in Å:
C 2.300 -0.647 0.377
C 0.832 -0.401 0.208
C -0.196 -1.278 0.457
N -1.386 -0.664 0.163
C -1.147 0.596 -0.288
N -2.235 1.395 -0.697
C 0.206 0.777 -0.279
H 2.827 -0.560 -0.581
H 2.755 0.078 1.063
H 2.488 -1.650 0.773
H -0.171 -2.293 0.819
H -2.312 -1.038 0.273
H -2.212 2.337 -0.323
H -2.248 1.532 -1.703
H 0.499 1.814 -0.262

Summary:
multiplicity: 1
LUMO level: 1.044 eV
highest occupied orbital energy: -7.94 eV

Löwdin population analysis, charges in e, atoms 1 to 5:
1 C -0.065
2 C -0.297
3 C -0.091
4 N 0.066
5 C -0.400

(8)
The following is a quantum chemistry calculation of an isolated molecule of C5H8N2, from OMol25.

Atoms and positions in Å:
C 1.486 -0.109 -1.398
C 0.213 0.228 -0.668
C -1.047 -0.526 -0.848
N -0.227 -0.726 0.341
C -0.750 -0.226 1.614
C -0.112 1.027 2.053
N 0.397 2.018 2.362
H 1.528 -1.181 -1.612
H 2.356 0.156 -0.787
H 1.549 0.441 -2.343
H 0.092 1.283 -0.414
H -1.982 0.025 -0.735
H -1.098 -1.374 -1.529
H -1.834 -0.053 1.577
H -0.572 -0.983 2.385

Summary:
multiplicity: 1
LUMO level: 0.945 eV
highest occupied orbital energy: -9.70 eV

Löwdin population analysis, charges in e, atoms 1 to 5:
1 C -0.051
2 C -0.351
3 C -0.106
4 N -0.077
5 C -0.176

(9)
The following is a quantum chemistry calculation of the ion C5H8N2 with charge +2, from OMol25.

Atoms and positions in Å:
C 3.380 -0.058 -0.074
C 1.921 -0.324 0.158
C 0.929 0.650 0.046
C -0.384 0.297 0.081
N -1.615 0.273 0.091
C -2.943 0.358 -0.021
N -3.830 -0.650 -0.073
H 3.711 -0.698 -0.955
H 3.825 -0.588 0.771
H 3.740 1.019 -0.271
H 1.716 -1.310 0.365
H 1.340 1.668 0.139
H -3.337 1.340 -0.160
H -4.788 -0.301 -0.267
H -3.666 -1.676 0.169

Summary:
multiplicity: 1
charge: +2
LUMO level (alpha / beta): -10.975 / -10.975 eV
highest occupied orbital energy (alpha / beta): -19.45 / -19.45 eV

Löwdin population analysis, charges in e, atoms 1 to 5:
1 C -0.004
2 C 0.045
3 C 0.016
4 C 0.170
5 N 0.248

(10)
The following is a quantum chemistry calculation of a cluster of 2 separate species, C5H8N2 in total, from OMol25.

Atoms and positions in Å:
C 0.861 -0.650 1.930
C -0.895 0.529 -1.887
C 1.679 -1.440 2.671
C -1.075 0.448 -3.224
C -0.622 0.895 0.562
N 0.149 -0.095 1.205
N -0.627 0.574 -0.762
H 1.221 -1.619 3.639
H 2.031 -2.164 1.983
H 2.452 -0.909 3.232
H -0.295 0.805 -3.829
H -1.512 -0.566 -3.658
H -1.959 1.216 -3.640
H 0.189 2.125 0.710
H -1.596 0.851 1.070

Summary:
multiplicity: 1
charge: +2
LUMO level: -8.824 eV
highest occupied orbital energy: -20.45 eV

Löwdin population analysis, charges in e, atoms 1 to 5:
1 C 0.058
2 C 0.053
3 C 0.065
4 C 0.030
5 C -0.107

Energy, record by record: -304.81694, -304.67888, -304.70678, -304.61674, -304.73744, -304.81878, -304.82343, -304.77143, -304.05860, -304.00174 a.u.